Entry 1:
21
Properties=species:S:1:pos:R:3:forces:R:3 method="wB97M-V/def2-TZVPD" homo_lumo_gap_ev=10.98 homo_energy_ev=-10.7 total_charge=0 energy_ev=-13548.3671
C -0.720 -0.454 2.124 0.4 1.3 2.8
O -0.802 0.913 1.660 0.4 -1.3 -0.1
H -0.834 -0.387 3.202 -0.7 0.4 0.4
H -1.591 -0.995 1.815 0.1 -0.8 -0.6
H 0.276 -0.925 2.208 -0.3 0.1 -1.7
H -0.912 0.769 0.722 0.2 0.3 -0.6
H -0.766 -0.933 -1.450 -0.6 -0.3 0.5
H -1.748 -1.490 -0.329 -1.7 0.2 0.0
O -0.868 -1.453 -0.630 2.2 0.3 -0.9
H 1.122 1.394 -1.572 -0.1 0.2 -0.6
H 0.656 2.460 -2.629 0.0 -0.3 0.3
O 0.452 1.586 -2.268 0.0 0.0 0.2
H 2.965 -0.133 -0.920 -0.1 0.0 0.0
H 1.670 -0.058 -0.179 -1.3 -1.5 1.0
O 2.365 0.479 -0.480 1.3 1.5 -0.9
H -1.822 2.147 -0.067 0.3 -0.1 0.6
H -1.730 2.065 -1.602 0.0 0.4 0.7
O -2.175 2.525 -0.862 -0.2 -0.1 -1.2
H 1.928 -2.771 0.983 0.5 0.5 -0.2
H 0.836 -2.578 0.014 0.6 1.0 -0.2
O 1.697 -2.163 0.261 -1.0 -1.5 0.4

***

Entry 2:
21
Properties=species:S:1:pos:R:3:forces:R:3 method="wB97M-V/def2-TZVPD" homo_lumo_gap_ev=10.82 homo_energy_ev=-10.6 total_charge=0 energy_ev=-13548.5105
C 2.580 0.244 1.065 1.3 1.3 0.5
O 1.462 -0.333 1.703 0.5 -0.1 -0.5
H 3.217 -0.363 0.416 -0.7 -0.6 -0.1
H 2.327 1.165 0.538 -0.3 0.0 -0.4
H 3.309 0.592 1.804 -0.3 -0.1 0.4
H 1.122 -0.921 1.031 -0.6 -0.6 -0.1
H -2.207 -1.944 1.968 -0.3 -0.3 1.2
H -2.392 -1.064 0.788 0.0 0.1 -0.1
O -1.842 -1.780 1.116 0.4 0.1 -1.2
H -1.290 0.548 2.043 0.1 -0.3 0.0
H -1.976 1.484 2.979 -0.2 0.2 0.3
O -2.156 0.718 2.433 0.3 0.1 -0.2
H -0.277 3.463 0.696 -0.2 0.5 0.1
H 0.784 3.374 -0.305 0.4 0.2 -0.4
O 0.228 4.041 0.105 -0.2 -0.7 0.3
H 0.248 -2.624 -1.919 -0.2 0.1 0.2
H -0.404 -2.516 -0.503 0.0 -0.1 -0.2
O 0.437 -2.596 -0.974 0.1 0.1 0.2
H -0.738 -1.033 -5.504 0.4 0.2 -0.7
H -1.205 0.254 -4.721 0.2 -0.3 -0.4
O -1.226 -0.710 -4.760 -0.7 0.1 1.1

***

Entry 3:
22
Properties=species:S:1:pos:R:3:forces:R:3 method="wB97M-V/def2-TZVPD" homo_lumo_gap_ev=9.16 homo_energy_ev=-8.6 total_charge=0 energy_ev=-13007.4282
C 0.787 -0.061 -3.210 -0.1 2.1 0.6
N 0.902 0.444 -1.814 0.5 0.2 -1.7
H -0.264 -0.272 -3.405 0.2 -1.1 -0.3
H 1.550 -0.794 -3.434 -0.4 -0.5 0.0
H 0.969 0.793 -3.881 0.3 -0.2 0.0
H -0.009 0.781 -1.552 0.1 -0.3 0.8
H 1.373 -0.192 -1.196 -0.6 -0.1 0.4
H -4.302 1.514 -0.980 -0.1 -0.1 -0.2
H -3.769 0.600 -2.128 -0.2 0.1 0.1
O -3.532 1.044 -1.308 0.4 0.0 0.1
H -3.388 -0.333 3.292 0.4 -0.1 0.0
H -2.409 -1.547 3.240 -0.4 0.6 0.0
O -3.338 -1.293 3.311 -0.2 -0.4 0.0
H 2.641 -0.390 1.051 0.3 0.2 -0.2
H 2.046 -1.798 1.352 0.2 0.2 -0.1
O 1.831 -0.908 1.051 -0.5 -0.4 0.3
H 2.568 2.138 0.437 -0.2 0.1 0.0
H 3.302 1.698 -0.829 -0.2 -0.1 -0.1
O 3.150 1.461 0.089 0.5 -0.2 0.3
H -0.436 -1.632 3.388 0.2 -0.2 0.0
H 0.519 -0.527 2.945 -0.3 -0.1 0.0
O -0.190 -0.727 3.580 0.2 0.2 -0.1

***

Entry 4:
24
Properties=species:S:1:pos:R:3:forces:R:3 method="wB97M-V/def2-TZVPD" homo_lumo_gap_ev=9.25 homo_energy_ev=-8.8 total_charge=0 energy_ev=-14514.1250
N 2.928 0.238 -1.456 0.1 0.6 0.7
C 1.687 0.390 -0.790 -1.9 0.3 0.1
N 0.715 -0.678 -1.053 -0.2 -0.8 -0.1
H 3.397 -0.624 -1.224 0.0 0.1 -0.5
H 2.909 0.534 -2.420 0.2 -0.5 0.1
H 1.729 0.481 0.295 1.0 -0.4 0.3
H 1.215 1.366 -0.971 0.4 0.1 -0.8
H -0.258 -0.410 -1.075 0.0 0.3 0.3
H 0.847 -1.210 -1.899 0.5 0.3 -0.2
H 1.835 -2.050 1.173 -0.2 0.4 -0.3
H 1.270 -0.717 1.782 0.2 0.0 -0.4
O 1.308 -1.671 1.879 -0.3 -0.4 1.0
H -0.767 1.707 -0.360 0.2 -0.1 -0.3
H -2.230 1.731 -0.254 -0.3 0.0 -0.4
O -1.547 1.497 -0.899 0.0 0.4 0.9
H -2.448 0.019 -1.538 -0.1 0.0 -0.5
H -3.165 -0.450 -2.864 0.2 0.3 0.2
O -2.867 -0.729 -1.993 -0.1 -0.4 0.2
H -1.235 1.194 1.816 0.2 -0.4 0.0
H -0.302 1.796 2.812 0.2 0.1 -0.2
O -0.417 1.710 1.857 -0.3 0.0 0.2
H -0.782 -1.518 2.352 0.2 0.6 -0.2
H -2.242 -1.653 2.441 -0.3 0.5 0.0
O -1.578 -0.952 2.389 0.1 -1.0 0.1

***

Entry 5:
24
Properties=species:S:1:pos:R:3:forces:R:3 method="wB97M-V/def2-TZVPD" homo_lumo_gap_ev=9.81 homo_energy_ev=-9.7 total_charge=0 energy_ev=-14513.8183
N 2.567 0.468 -1.706 -0.5 0.1 -0.1
C 1.191 0.532 -1.200 1.2 -0.5 -0.4
N 0.537 -0.799 -1.204 -1.1 -0.2 -0.4
H 3.115 -0.100 -1.087 0.3 -0.2 0.4
H 2.542 -0.059 -2.554 0.2 -0.2 -0.9
H 1.444 0.744 -0.127 -1.4 0.6 -0.8
H 0.676 1.290 -1.863 0.2 -0.5 1.5
H -0.477 -0.704 -1.025 0.7 0.1 0.5
H 0.431 -1.213 -2.151 0.9 0.5 0.5
H 1.486 -1.351 2.405 -0.1 -0.1 0.2
H 1.643 -2.079 1.071 0.0 0.1 -0.2
O 2.124 -1.822 1.865 0.1 0.1 -0.1
H -2.479 2.021 -0.605 0.0 0.4 0.2
H -1.260 1.744 0.324 -0.3 0.2 -0.1
O -1.566 1.722 -0.608 -0.1 0.1 -0.1
H -2.263 0.219 -1.187 0.3 -0.1 -0.2
H -1.957 -0.608 -2.454 -0.1 0.1 -0.1
O -2.371 -0.662 -1.590 -0.5 -0.3 0.1
H -0.009 1.009 1.743 -0.6 -0.1 0.1
H -0.402 2.210 2.502 -0.4 0.3 0.1
O -0.809 1.529 1.955 1.2 -0.2 0.0
H -0.888 -1.371 1.898 -0.1 -0.1 -0.1
H -2.115 -1.374 2.777 -0.2 0.0 0.1
O -1.157 -1.345 2.822 0.3 -0.1 -0.1

***

Entry 6:
23
Properties=species:S:1:pos:R:3:forces:R:3 method="wB97M-V/def2-TZVPD" homo_lumo_gap_ev=11.59 homo_energy_ev=-11.5 total_charge=0 energy_ev=-13581.2836
C -2.715 -3.409 -0.597 0.3 0.3 0.3
H -3.659 -3.891 -0.364 -0.2 0.1 -0.2
H -2.620 -3.072 -1.626 -0.2 -0.4 -0.1
H -1.909 -4.086 -0.322 0.1 0.0 -0.2
H -2.624 -2.503 0.003 -0.2 -0.1 0.2
H -0.956 -1.606 0.142 -0.1 -0.1 -0.2
H 0.485 -1.359 0.490 0.2 -0.2 -0.3
O -0.088 -1.516 -0.269 0.0 0.2 0.4
H 3.802 4.829 2.796 0.0 0.2 -0.2
H 4.140 3.407 3.089 0.1 -0.2 -0.1
O 4.271 4.080 2.414 -0.2 0.0 0.3
H 0.642 0.301 -3.447 -0.3 0.2 0.2
H 2.078 0.565 -3.731 0.2 0.2 0.2
O 1.418 0.708 -3.041 0.0 -0.2 -0.5
H -0.498 1.216 3.315 0.1 -0.1 -0.3
H -0.253 0.010 2.385 0.0 0.2 -0.2
O -0.674 0.276 3.199 -0.2 -0.1 0.5
H -1.431 0.902 -2.126 -0.1 -0.1 -0.1
H -0.790 -0.468 -2.092 -0.2 -0.1 0.2
O -1.533 0.012 -2.487 0.4 0.1 0.0
H 0.950 1.140 1.038 0.1 -0.1 -0.1
H 1.240 2.395 0.242 0.0 0.0 0.1
O 0.722 2.070 0.988 0.0 0.1 0.0